Record 1
A molecular structure, C17H28MgN2Si. Source: the Open Molecules 2025 dataset; level of theory: ωB97M-V/def2-TZVPD.

As for the orbital gap (alpha / beta): 5.76 / 5.75 eV. The highest occupied orbital energy (alpha / beta) comes out at -0.2189 / -0.2188 Eh. For the relative energy (zero: lowest compared OMol25 entry of this formula, charge and spin), the calculation gives 45.1 kJ/mol. For the calculated total energy, the calculation gives -34383.9471 eV. The value obtained for the lowest unoccupied orbital energy (alpha / beta) is -0.198 / -0.200 eV.

Structure (ORCA input):
```
! wB97M-V def2-TZVPD RIJCOSX def2/J DEFGRID3
* xyz 0 1
C -1.82 -0.10 -1.86
C 1.29 -0.26 -2.40
C -1.65 0.82 -2.90
H -2.65 -0.08 -1.14
C 1.26 1.05 -1.89
H 2.29 -0.71 -2.44
H -1.41 0.31 -3.85
H 2.22 1.35 -1.41
C -0.88 2.14 -2.97
H -1.54 2.99 -2.72
H -0.59 2.33 -4.03
C -1.13 -1.42 -2.13
H -1.74 -2.13 -2.74
H -0.82 -1.97 -1.22
C 0.24 -1.16 -3.01
H -0.06 -0.78 -4.00
H 0.70 -2.14 -3.20
C 0.41 2.28 -2.14
H 1.03 3.03 -2.67
H 0.17 2.77 -1.17
Mg 0.26 -0.11 -0.79
H -2.78 0.89 -3.09
C 0.79 -3.96 -0.53
C 0.59 -3.08 0.68
C 0.46 -3.65 1.96
C 0.30 -2.82 3.07
C 0.27 -1.44 2.90
C 0.34 -0.92 1.58
N 0.52 -1.77 0.50
N 0.24 0.37 1.24
Si 0.08 1.72 2.32
C -1.51 1.59 3.30
C 1.58 1.84 3.45
C 0.02 3.26 1.27
H -0.17 -4.22 -1.01
H 1.44 -3.48 -1.28
H 1.25 -4.90 -0.23
H 0.49 -4.73 2.04
H 0.19 -3.24 4.08
H 0.13 -0.75 3.73
H -1.66 0.59 3.74
H -1.50 2.33 4.11
H -2.36 1.80 2.64
H 2.46 2.14 2.86
H 1.39 2.59 4.22
H 1.82 0.88 3.94
H 0.94 3.36 0.68
H -0.85 3.24 0.60
H -0.07 4.14 1.93
*
```

Record 2
A molecular structure, C17H28N2NiSi. Source: the Open Molecules 2025 dataset; level of theory: ωB97M-V/def2-TZVPD.

As for the orbital gap (alpha / beta): 5.27 / 8.14 eV. The highest occupied orbital energy (alpha / beta) comes out at -0.1865 / -0.3135 Eh. For the relative energy (zero: lowest compared OMol25 entry of this formula, charge and spin), the calculation gives 0.0 kJ/mol. For the calculated total energy, the calculation gives -69982.7374 eV. The value obtained for the lowest unoccupied orbital energy (alpha / beta) is 0.195 / -0.392 eV.

Structure (ORCA input):
```
! wB97M-V def2-TZVPD RIJCOSX def2/J DEFGRID3
* xyz 0 3
C 3.68 0.18 0.21
C 3.58 0.21 -1.32
H 4.20 1.07 0.55
H 4.28 -0.68 0.50
H 2.73 0.13 0.75
H 2.88 0.95 -1.70
H 4.56 0.42 -1.75
H 3.32 -0.77 -1.70
C 0.55 1.53 2.36
C 0.03 2.40 3.32
C -0.94 3.33 2.93
C -1.36 3.34 1.60
H 1.31 0.78 2.63
H 0.36 2.33 4.35
H -1.39 4.02 3.65
H -2.17 3.98 1.27
N 0.16 1.54 1.07
C -0.77 2.48 0.67
C -1.14 2.39 -0.73
N -0.51 1.39 -1.45
C -0.84 1.24 -2.75
C -2.49 2.98 -2.65
C -1.80 2.03 -3.40
H -0.30 0.46 -3.31
H -2.03 1.84 -4.44
C -2.17 3.15 -1.31
H -2.72 3.82 -0.67
H -3.29 3.58 -3.10
Ni 0.62 0.21 -0.34
C 0.99 -0.99 -1.80
H 1.45 -0.39 -2.60
H 0.04 -1.38 -2.17
H 1.64 -1.84 -1.57
C -2.26 -1.83 1.28
Si -0.70 -2.67 0.67
C -0.24 -4.02 1.93
C -0.99 -3.58 -0.96
C 0.72 -1.41 0.76
H -3.04 -2.59 1.47
H -2.66 -1.11 0.55
H -2.07 -1.29 2.21
H -0.76 -4.95 1.66
H 0.85 -4.21 1.93
H -0.55 -3.71 2.94
H -1.71 -3.07 -1.61
H -0.08 -3.76 -1.55
H -1.41 -4.56 -0.71
H 0.75 -1.10 1.82
H 1.68 -1.90 0.56
*
```

Record 3
5 unconnected molecules or ions with the total composition C17H28N3O12Si. Source: the Open Molecules 2025 dataset; level of theory: ωB97M-V/def2-TZVPD.

As for the orbital gap: 9.88 eV. The highest occupied orbital energy comes out at -0.4637 Eh. For the relative energy (zero: lowest compared OMol25 entry of this formula, charge and spin), the calculation gives 0.0 kJ/mol. For the calculated total energy, the calculation gives -54996.9853 eV. The value obtained for the lowest unoccupied orbital energy is -2.740 eV.

Structure (ORCA input):
```
! wB97M-V def2-TZVPD RIJCOSX def2/J DEFGRID3
* xyz 1 1
C -0.81 2.16 1.03
Si -0.66 1.98 -0.80
C -0.09 3.52 -1.64
C -2.18 1.29 -1.54
N 0.66 0.67 -1.01
C 0.44 -0.67 -1.26
N 1.53 -1.36 -1.30
N 2.50 -0.44 -1.07
C 1.98 0.76 -0.90
H -1.69 2.77 1.27
H 0.08 2.63 1.47
H -0.94 1.19 1.52
H -0.90 3.81 -2.31
H 0.01 4.32 -0.90
H 0.83 3.48 -2.22
H -2.11 1.16 -2.63
H -2.49 0.35 -1.08
H -2.95 2.04 -1.35
H -0.54 -1.09 -1.40
H 3.47 -0.71 -1.03
H 2.54 1.66 -0.70
C -3.35 -1.71 1.36
C -4.24 -1.91 2.58
O -4.17 -0.62 3.21
C -3.86 0.30 2.28
O -3.87 1.48 2.44
O -3.49 -0.30 1.12
H -3.68 -2.25 0.48
H -2.31 -1.93 1.57
H -5.27 -2.12 2.31
H -3.88 -2.66 3.28
C 3.15 -4.87 -0.11
C 3.35 -4.26 -1.49
O 4.72 -4.55 -1.75
C 5.09 -5.62 -1.00
O 6.12 -6.19 -1.11
O 4.12 -5.92 -0.10
H 2.16 -5.28 0.07
H 3.39 -4.16 0.69
H 2.73 -4.74 -2.25
H 3.18 -3.19 -1.49
C 3.86 -3.06 4.91
C 2.59 -3.64 5.52
O 1.62 -3.37 4.50
C 2.25 -3.25 3.32
O 1.72 -3.21 2.26
O 3.59 -3.17 3.50
H 4.76 -3.62 5.14
H 4.00 -2.01 5.15
H 2.65 -4.72 5.66
H 2.28 -3.16 6.44
C -2.00 6.59 -4.65
C -3.38 7.17 -4.36
O -3.99 6.11 -3.60
C -3.03 5.35 -3.06
O -3.20 4.48 -2.26
O -1.82 5.70 -3.54
H -1.20 7.33 -4.65
H -1.98 6.01 -5.57
H -3.33 8.06 -3.73
H -3.98 7.37 -5.24
*
```

Record 4
A molecular structure, C17H28NO2P2TeTl. Source: the Open Molecules 2025 dataset; level of theory: ωB97M-V/def2-TZVPD.

As for the orbital gap: 4.73 eV. The highest occupied orbital energy comes out at -0.4494 Eh. For the calculated total energy, the calculation gives -54214.2749 eV. The value obtained for the lowest unoccupied orbital energy is -7.501 eV.

Structure (ORCA input):
```
! wB97M-V def2-TZVPD RIJCOSX def2/J DEFGRID3
* xyz 2 1
Tl 0.59 2.40 1.34
P 1.89 -0.96 0.25
C 1.97 -0.74 -1.50
C 0.84 -1.16 -2.27
N -0.41 -0.72 -1.90
C -1.50 -1.36 -2.30
C -1.45 -2.41 -3.24
C -0.20 -2.74 -3.78
C 0.93 -2.09 -3.33
C -2.80 -0.95 -1.59
P -2.46 0.42 -0.40
H 1.92 -2.38 -3.64
H -2.38 -2.87 -3.56
H -0.11 -3.52 -4.52
H -3.55 -0.61 -2.33
H -3.24 -1.80 -1.03
H 1.96 1.39 -1.84
H 2.97 -0.83 -1.95
H 0.61 3.26 -1.74
O 2.19 2.31 -1.76
H 2.98 2.38 -2.33
H 0.10 3.92 -0.39
O -0.09 3.84 -1.40
H 0.11 4.69 -1.86
C -2.10 1.78 -1.54
H -2.91 1.82 -2.27
H -2.07 2.73 -0.99
H -1.16 1.60 -2.08
C -4.09 0.80 0.26
H -4.03 1.75 0.80
H -4.81 0.88 -0.57
H -4.41 0.01 0.95
C 2.26 -2.74 0.43
H 3.29 -2.86 0.05
H 2.17 -3.09 1.47
H 1.57 -3.29 -0.24
C 3.27 -0.06 1.03
H 3.13 0.03 2.12
H 4.18 -0.66 0.84
H 3.39 0.94 0.59
Te -0.44 -0.44 1.34
C 0.00 0.17 3.41
C -0.86 1.12 3.99
C -0.51 1.66 5.24
C 0.67 1.25 5.87
C 1.49 0.27 5.29
C 1.15 -0.29 4.06
H -1.77 1.42 3.47
H -1.16 2.41 5.70
H 0.95 1.69 6.83
H 2.41 -0.04 5.80
H 1.76 -1.07 3.60
*
```